No. 1
Below is a molecular structure, C6H17Li2NO2 in a non-equilibrium geometry, with properties calculated with wB97M-V/def2-TZVPD.

The geometry in XYZ format:
```
28
Properties=species:S:1:pos:R:3:forces:R:3:nbo_charge:R:1
Li 1.541348 -3.152875 1.934941 -0.5 1.3 -0.8 0.9600
Li 0.577168 -1.213575 0.534051 0.4 -0.4 0.5 0.9026
O 0.407408 -3.056125 0.317431 0.1 -0.6 0.3 -1.4018
H -0.059222 -3.765235 -0.166259 0.5 0.9 0.5 0.4601
O 1.719908 -1.117665 2.185031 0.0 -0.9 0.2 -1.3998
H 2.150078 -0.720615 2.967231 -0.5 -0.3 -0.9 0.4554
C -0.868412 -0.623935 -2.394589 0.4 0.2 -1.6 -0.6282
C -1.387502 0.213375 -1.262739 0.4 -0.4 0.5 -0.2285
N -0.247172 0.470465 -0.331229 -0.7 0.6 -0.7 -0.5006
C -0.687832 0.986135 0.995201 0.1 -0.2 0.8 -0.2451
C -1.712502 0.108915 1.780291 0.9 -0.2 -0.9 -0.6212
C 0.734658 1.367275 -1.026209 1.1 0.7 0.6 -0.2353
C 2.040898 1.537465 -0.247489 0.1 -0.6 0.8 -0.6283
H -1.597282 -0.856885 -3.170849 -0.6 -0.5 0.6 0.2165
H -0.366682 -1.503865 -1.991989 -0.3 -0.2 -0.2 0.2318
H -0.164302 -0.128395 -3.062999 0.4 0.3 0.5 0.2004
H -1.884672 1.138585 -1.554139 0.1 0.3 -0.2 0.1772
H -2.158582 -0.400765 -0.797579 0.1 0.1 0.5 0.2050
H 0.203728 1.023325 1.621161 0.1 0.0 -0.1 0.2267
H -1.092812 1.998035 1.007251 0.0 0.3 -0.6 0.1751
H -1.695552 0.395105 2.831911 -0.3 0.4 -0.2 0.2261
H -2.705992 0.134575 1.332611 0.0 0.2 0.3 0.2030
H -1.388252 -0.931435 1.805351 0.0 -0.2 -0.2 0.2156
H 0.385288 2.377435 -1.239799 -0.9 0.2 0.3 0.1737
H 1.070078 1.079565 -2.022609 -0.6 -1.0 0.2 0.2112
H 2.894358 1.872185 -0.837139 -0.3 0.2 -0.3 0.2149
H 2.338978 0.577165 0.173311 0.1 -0.2 0.0 0.2299
H 1.952878 2.191765 0.619831 -0.1 0.2 -0.1 0.2036
```
Forces are in eV/Å.

Results
* energy relative to the best compared isomer or geometry (same formula, charge and spin): 0.6872 eV
* lowest unoccupied orbital energy: 0.10 eV
* orbital gap: 8.70 eV
* HOMO level: -8.60 eV

No. 2
Below is 2 unconnected molecules or ions with the total composition C6H17N2 in a non-equilibrium geometry, with properties calculated with wB97M-V/def2-TZVPD.

The geometry in XYZ format:
```
25
Properties=species:S:1:pos:R:3:forces:R:3:nbo_charge:R:1
C 0.397453 -1.317380 1.157645 0.2 0.8 0.3 -0.2464
N 1.659584 -0.973217 0.499758 -2.4 0.7 -0.1 -0.4256
C 2.192649 0.327973 0.865233 1.5 -0.2 -0.6 -0.2455
C 3.339743 0.600578 -0.126701 -0.8 0.6 0.2 -0.6150
C -0.783040 -0.763685 0.308741 0.6 0.0 0.8 -0.1663
N -0.390677 0.390550 -0.325484 0.0 -1.5 -0.9 -0.1625
C -3.317984 -0.529450 0.048442 -0.2 -0.3 1.4 -0.6388
C -2.149460 -0.722251 1.053377 -0.7 1.1 -1.9 -0.3808
H 0.196853 -2.372965 1.341756 0.5 0.1 0.1 0.2370
H 0.361647 -0.717919 2.072543 -0.1 -0.5 0.3 0.2228
H 1.365850 -0.902798 -0.483339 1.1 -0.4 -0.3 0.3720
H 1.431271 1.140015 0.808578 -0.2 -0.3 0.0 0.2246
H 2.601661 0.385342 1.880472 -0.4 -0.5 0.0 0.2326
H 2.936557 0.737373 -1.127895 -0.1 0.0 -0.2 0.2067
H 4.008814 -0.252691 -0.166328 0.3 0.2 0.2 0.2355
H 3.820299 1.544774 0.135148 0.3 -0.3 0.0 0.2363
H -1.020917 -1.525457 -0.488827 0.5 0.2 -0.1 0.3572
H -0.244285 3.682341 -4.318326 0.2 -0.1 -0.4 -0.0168
H -1.148860 0.669693 -0.969667 -0.3 0.6 0.5 0.3660
H 0.026064 3.550991 -5.010356 -0.2 0.1 0.4 0.0170
H -4.204107 -0.486000 0.685101 -0.2 -0.2 -0.3 0.2544
H -3.401704 -1.381819 -0.625532 -0.1 0.1 -0.1 0.2238
H -3.346190 0.420404 -0.477646 0.4 0.0 -0.2 0.2188
H -2.065564 0.162749 1.680915 -0.2 -0.3 0.5 0.2375
H -2.265653 -1.667159 1.582389 0.2 0.2 0.2 0.2554
```
Forces are in eV/Å.

Results
* net charge: +1
* energy relative to the best compared isomer or geometry (same formula, charge and spin): 6.5259 eV
* lowest unoccupied orbital energy: -8.42 eV
* orbital gap: 5.46 eV
* HOMO level: -13.88 eV

No. 3
Below is a gas-phase ion, C6H17N2 (charge +1) in a non-equilibrium geometry, with properties calculated with wB97M-V/def2-TZVPD.

The geometry in XYZ format:
```
25
Properties=species:S:1:pos:R:3:forces:R:3:nbo_charge:R:1
C 2.612130 0.263435 -0.552144 0.3 -0.7 0.0 -0.6170
C 1.590943 -0.588735 -1.316707 0.1 -0.7 0.9 -0.4017
C 0.522782 -1.189350 -0.404047 -1.5 0.7 0.1 -0.0265
C -0.149168 -2.372508 -1.074848 0.2 -0.6 -0.2 -0.6395
N -0.468234 -0.077775 -0.169535 -0.1 0.2 0.4 -0.6829
C -1.154222 -0.046478 1.142940 1.8 0.8 -1.4 -0.2458
C -1.050693 1.369033 1.667095 -0.4 -0.2 0.0 -0.2182
N -1.683762 2.309592 0.669777 0.4 -0.6 -1.0 -0.6800
H 2.756904 1.210972 -1.044490 0.2 0.4 0.1 0.2176
H 3.571070 -0.261690 -0.496206 0.0 0.2 -0.3 0.2273
H 2.376734 0.377280 0.508059 -0.4 0.4 -0.1 0.1948
H 1.011095 -0.025449 -2.045000 0.3 0.2 -0.2 0.2028
H 2.082303 -1.410528 -1.839272 0.1 0.1 -0.1 0.2184
H 0.812564 -1.446685 0.615266 0.8 -0.2 -0.2 0.1888
H 0.557837 -3.198594 -1.116865 0.2 0.0 -0.3 0.2333
H -0.420520 -2.101247 -2.094658 0.0 0.0 -0.2 0.2096
H -1.033580 -2.813647 -0.613900 -0.1 0.5 0.4 0.2181
H -1.157260 -0.116695 -0.912404 0.0 -0.2 0.0 0.3582
H -0.571423 -0.631309 1.843153 -0.5 -0.6 0.2 0.2334
H -2.157186 -0.339626 0.980334 -1.2 -0.6 0.6 0.1997
H -0.011891 1.648685 1.654076 0.4 0.1 0.4 0.2326
H -1.511302 1.474693 2.642393 -0.1 0.3 0.1 0.2335
H -2.401924 1.835534 0.113056 -0.5 0.2 0.6 0.4354
H -2.001585 3.202396 1.037649 -0.1 0.0 0.0 0.4512
H -0.979755 2.440188 -0.066403 0.2 0.4 0.2 0.4570
```
Forces are in eV/Å.

Results
* net charge: +1
* SMILES: CC[C@H](C)NCC[NH3+]
* energy relative to the best compared isomer or geometry (same formula, charge and spin): 1.0401 eV
* lowest unoccupied orbital energy: -3.52 eV
* orbital gap: 9.44 eV
* HOMO level: -12.96 eV

No. 4
Below is a gas-phase ion, C6H17N2 (charge +1) in a non-equilibrium geometry, with properties calculated with wB97M-V/def2-TZVPD.

The geometry in XYZ format:
```
25
Properties=species:S:1:pos:R:3:forces:R:3:nbo_charge:R:1
C -1.170679 -2.546010 2.173137 -3.2 2.6 0.0 -0.6393
C -1.390415 -1.790067 0.801427 0.7 0.6 0.6 -0.2177
N -0.252710 -1.442226 -0.200612 -2.5 0.0 0.4 -0.6379
C -0.789127 -0.316289 -1.054132 0.8 -0.9 0.4 -0.2798
C 0.183869 0.899917 -1.166168 1.0 0.8 1.5 -0.0555
N 1.113453 0.794904 -2.353310 -2.0 0.7 -2.7 -0.6707
C 1.180493 1.215648 0.076696 1.8 -2.5 0.6 -0.4053
C 0.903667 2.456889 0.904545 1.7 -0.1 -0.8 -0.6232
H -1.591239 -1.858228 2.982585 1.2 -0.7 -0.9 0.2167
H -0.279100 -2.943627 2.423043 3.6 -0.4 0.6 0.2222
H -1.761234 -3.407122 2.392239 -1.1 -0.8 -1.0 0.2340
H -1.729881 -0.767031 1.132755 -0.4 -1.2 -0.5 0.1698
H -2.148447 -2.349021 0.220070 0.3 0.7 0.2 0.2111
H 0.629298 -1.193271 0.183476 0.3 0.1 0.9 0.3551
H -0.941045 -0.912985 -1.958271 -0.1 1.1 -0.8 0.2311
H -1.795202 0.091782 -0.761327 1.0 -0.5 0.2 0.2346
H -0.328975 1.810835 -1.431344 -0.6 0.3 0.5 0.2225
H 1.944493 1.386314 -2.422486 -0.5 0.7 0.2 0.4467
H 1.500164 -0.080513 -2.298582 1.3 -3.2 0.0 0.4245
H 0.560081 0.794623 -3.289548 1.2 0.2 1.9 0.4533
H 2.195042 1.421452 -0.413348 -1.1 -0.7 0.7 0.1934
H 1.371774 0.277826 0.841854 -0.6 2.2 -2.3 0.2381
H 1.545006 3.236288 0.542470 0.1 0.7 -0.5 0.2180
H 1.113842 2.496827 1.947477 0.0 -0.9 0.9 0.2472
H -0.063118 2.723074 0.727361 -2.8 1.1 -0.1 0.2112
```
Forces are in eV/Å.

Results
* net charge: +1
* SMILES: CCNC[C@H]([NH3+])CC
* energy relative to the best compared isomer or geometry (same formula, charge and spin): 3.4772 eV
* lowest unoccupied orbital energy: -3.55 eV
* orbital gap: 8.90 eV
* HOMO level: -12.45 eV

No. 5
Below is a gas-phase ion, C6H17N2O2 (charge +1) in a non-equilibrium geometry, with properties calculated with wB97M-V/def2-TZVPD.

The geometry in XYZ format:
```
27
Properties=species:S:1:pos:R:3:forces:R:3:nbo_charge:R:1
C 0.815041 -1.958259 -1.471447 -1.2 -2.5 -2.7 -0.6492
C -0.153009 -1.895396 -0.297261 -1.8 -0.2 -3.3 -0.2330
N -0.498857 -0.498528 -0.042216 1.7 4.1 1.0 -0.3982
C -1.849523 -0.232851 0.447404 -2.5 0.8 1.9 -0.2248
C -2.848851 0.149962 -0.686653 1.6 1.1 1.2 -0.6326
C 0.604311 0.066262 0.941531 -0.2 0.1 -0.1 -0.2174
C 1.272853 1.493973 0.710524 -2.6 -1.0 -1.2 0.6269
N 2.640624 1.339420 0.841745 2.5 1.0 0.4 -0.8639
O 0.871374 1.701034 -0.635584 -0.5 1.2 -1.9 -0.7978
O 0.594511 2.340640 1.600546 0.7 0.4 -0.4 -0.7029
H 0.695042 -1.155196 -2.235059 -0.4 -0.5 0.6 0.2323
H 1.832752 -1.961807 -1.253946 1.8 0.1 0.9 0.2309
H 0.670677 -3.000467 -2.081759 0.2 2.5 1.6 0.2540
H -1.107483 -2.371506 -0.684978 1.1 0.3 1.0 0.2351
H 0.215525 -2.285308 0.611360 0.1 -0.9 0.8 0.2309
H -0.322914 0.163702 -0.840713 -0.1 -0.9 0.2 0.4867
H -1.863743 0.610892 1.213852 0.4 -1.2 -0.9 0.2379
H -2.139268 -1.188987 0.956470 -0.1 1.0 -0.3 0.2202
H -2.838384 -0.717665 -1.277039 -0.4 -0.6 -1.8 0.2132
H -3.845869 0.423136 -0.393522 -0.5 -0.6 0.8 0.2567
H -2.555120 1.121424 -1.133218 0.5 -0.9 -0.4 0.2280
H 1.307407 -0.696824 0.710496 1.3 -0.1 0.8 0.2112
H 0.246258 0.129935 1.973461 -0.1 -0.8 -0.3 0.2514
H 2.890302 0.611595 1.471893 0.1 -0.6 0.4 0.3863
H 3.324722 2.118941 1.028227 -1.7 -0.7 -0.5 0.4068
H 0.902531 2.556394 -1.163409 0.4 -1.2 1.8 0.5255
H 1.139092 3.135481 1.689293 -0.3 0.1 0.2 0.4860
```
Forces are in eV/Å.

Results
* net charge: +1
* SMILES: CC[NH+](CC)CC(N)(O)O
* energy relative to the best compared isomer or geometry (same formula, charge and spin): 2.4949 eV
* lowest unoccupied orbital energy: -2.53 eV
* orbital gap: 11.26 eV
* HOMO level: -13.79 eV

No. 6
Below is a single C6H17N2OPSi molecule in a non-equilibrium geometry, with properties calculated with wB97M-V/def2-TZVPD.

The geometry in XYZ format:
```
28
Properties=species:S:1:pos:R:3:forces:R:3:mulliken_spin:R:1
C 0.085296 -1.197126 0.777749 -4.3 0.8 -2.4 0.0246
C 1.341086 0.127980 2.415523 0.9 -2.3 0.1 -0.0250
C -0.730482 0.430534 -2.964401 0.3 -0.6 2.0 -0.0076
C -3.029863 -0.832793 0.271073 -0.9 2.7 0.5 0.0743
C -1.454582 1.650102 0.843636 0.2 -1.1 0.4 0.0125
C 2.946164 -0.792382 -1.057809 -1.6 2.0 -2.3 0.1627
N 1.186430 -0.438537 1.011847 3.4 3.6 2.8 0.2722
N -0.931591 -0.256281 -1.706915 0.2 -0.1 -4.4 0.7886
O 2.775205 1.647957 0.031648 -0.9 -0.7 0.3 0.1715
Si -1.339607 -0.003010 -0.156946 -0.8 -1.0 4.7 0.0149
P 1.848620 0.503478 -0.306710 1.3 -0.5 1.0 0.3977
H 0.311162 -1.883994 -0.001031 -0.1 -1.3 -0.5 0.0106
H -0.480020 -1.604049 1.596923 0.5 -0.4 0.7 0.0022
H 2.186915 0.847541 2.377880 -1.0 -0.1 0.2 0.0010
H 0.374038 0.475614 2.871292 1.0 0.0 -0.7 0.0057
H 1.717959 -0.775253 3.094659 -0.8 1.8 -1.3 0.0176
H 0.287331 0.307893 -3.283271 1.3 0.1 0.4 0.0580
H -1.153207 -0.045496 -3.815880 -1.3 -0.5 -0.5 0.0369
H -0.932005 1.469395 -2.887384 -0.3 1.0 -0.3 0.0000
H -3.930828 -0.127421 -0.068532 1.8 -1.7 0.5 -0.0034
H -3.146371 -1.853317 -0.071423 -0.2 -0.1 0.1 -0.0003
H -3.024675 -0.721571 1.414681 -0.1 -0.6 -1.5 0.0040
H -1.530995 1.465296 1.929375 0.0 -0.6 -0.3 -0.0011
H -0.552961 2.241277 0.807252 0.1 0.7 -0.6 -0.0068
H -2.389556 2.164697 0.650744 0.1 0.5 -0.5 0.0003
H 3.764892 -1.023172 -0.483912 1.7 -0.6 1.9 0.0030
H 2.456985 -1.673047 -1.451403 -0.1 0.0 -0.2 0.0019
H 3.344665 -0.104316 -1.838656 -0.1 -1.0 -0.2 -0.0160
```
Forces are in eV/Å.

Results
* lowest unoccupied orbital energy (alpha / beta): 0.74 / -2.05 eV
* orbital gap (alpha / beta): 8.12 / 5.79 eV
* 2S+1: 3
* HOMO level (alpha / beta): -7.38 / -7.83 eV
* ⟨S²⟩: 2.011

Please write out number 3 again, unchanged.
Below is a gas-phase ion, C6H17N2 (charge +1) in a non-equilibrium geometry, with properties calculated with wB97M-V/def2-TZVPD.

The geometry in XYZ format:
```
25
Properties=species:S:1:pos:R:3:forces:R:3:nbo_charge:R:1
C 2.612130 0.263435 -0.552144 0.3 -0.7 0.0 -0.6170
C 1.590943 -0.588735 -1.316707 0.1 -0.7 0.9 -0.4017
C 0.522782 -1.189350 -0.404047 -1.5 0.7 0.1 -0.0265
C -0.149168 -2.372508 -1.074848 0.2 -0.6 -0.2 -0.6395
N -0.468234 -0.077775 -0.169535 -0.1 0.2 0.4 -0.6829
C -1.154222 -0.046478 1.142940 1.8 0.8 -1.4 -0.2458
C -1.050693 1.369033 1.667095 -0.4 -0.2 0.0 -0.2182
N -1.683762 2.309592 0.669777 0.4 -0.6 -1.0 -0.6800
H 2.756904 1.210972 -1.044490 0.2 0.4 0.1 0.2176
H 3.571070 -0.261690 -0.496206 0.0 0.2 -0.3 0.2273
H 2.376734 0.377280 0.508059 -0.4 0.4 -0.1 0.1948
H 1.011095 -0.025449 -2.045000 0.3 0.2 -0.2 0.2028
H 2.082303 -1.410528 -1.839272 0.1 0.1 -0.1 0.2184
H 0.812564 -1.446685 0.615266 0.8 -0.2 -0.2 0.1888
H 0.557837 -3.198594 -1.116865 0.2 0.0 -0.3 0.2333
H -0.420520 -2.101247 -2.094658 0.0 0.0 -0.2 0.2096
H -1.033580 -2.813647 -0.613900 -0.1 0.5 0.4 0.2181
H -1.157260 -0.116695 -0.912404 0.0 -0.2 0.0 0.3582
H -0.571423 -0.631309 1.843153 -0.5 -0.6 0.2 0.2334
H -2.157186 -0.339626 0.980334 -1.2 -0.6 0.6 0.1997
H -0.011891 1.648685 1.654076 0.4 0.1 0.4 0.2326
H -1.511302 1.474693 2.642393 -0.1 0.3 0.1 0.2335
H -2.401924 1.835534 0.113056 -0.5 0.2 0.6 0.4354
H -2.001585 3.202396 1.037649 -0.1 0.0 0.0 0.4512
H -0.979755 2.440188 -0.066403 0.2 0.4 0.2 0.4570
```
Forces are in eV/Å.

Results
* net charge: +1
* SMILES: CC[C@H](C)NCC[NH3+]
* energy relative to the best compared isomer or geometry (same formula, charge and spin): 1.0401 eV
* lowest unoccupied orbital energy: -3.52 eV
* orbital gap: 9.44 eV
* HOMO level: -12.96 eV